No. 1
Density functional theory data (ωB97M-V with the def2-TZVPD basis set) for a structure of composition C9H19ClNO3V at a distorted geometry.

```
! RIJCOSX wB97M-V def2-TZVPD def2/J DEFGRID3
* xyz -1 2
O 0.39 -2.04 -3.95
V 0.26 -1.17 -5.28
O 1.62 -1.11 -6.08
Cl 0.30 1.17 -4.35
C -0.72 2.53 1.70
C -0.03 1.24 1.36
C -0.60 0.26 2.42
C -0.25 -1.22 2.15
C -0.85 -1.53 0.78
C -0.34 -0.63 -0.40
N -0.36 0.83 -0.07
O 0.25 1.70 -0.96
C 1.03 -1.13 -0.89
C -1.41 -0.98 -1.52
C 1.54 1.37 1.55
H -0.75 2.66 2.78
H -0.22 3.43 1.35
H -1.75 2.55 1.34
H -0.18 0.52 3.39
H -1.69 0.24 2.49
H 0.83 -1.32 2.16
H -0.78 -1.87 2.85
H -1.86 -1.93 0.81
H -0.32 -2.48 0.68
H 1.78 -1.18 -0.10
H 1.52 -0.60 -1.72
H 0.92 -2.10 -1.37
H -2.40 -0.78 -1.11
H -1.47 -2.04 -1.80
H -1.24 -0.34 -2.39
H 1.60 1.54 2.63
H 2.11 0.49 1.23
H 1.89 2.21 0.96
H 1.16 1.73 -0.66
*
```

Properties
Calculated total energy (hartree): -2038.99984
Maximum force (eV/A): 3.377
Frontier orbital gap (alpha / beta) (eV): 6.8 / 8.2

Now the Löwdin charges, all in e: -0.56, 0.51, -0.57, -0.22, -0.06, -0.48, -0.16, -0.19, -0.16, -0.43, -0.11, -0.03, -0.05, -0.05, -0.02, 0.08, 0.08, 0.09, 0.10, 0.12, 0.10, 0.11, 0.11, 0.11, 0.06, 0.08, 0.07, 0.06, 0.08, 0.03, 0.08, 0.07, 0.07, 0.06

---

No. 2
Density functional theory data (ωB97M-V with the def2-TZVPD basis set) for a cluster of 10 separate species, C54H132N8O2 in total at a distorted geometry.

```
! RIJCOSX wB97M-V def2-TZVPD def2/J DEFGRID3
* xyz 0 1
C 7.90 -4.18 -5.39
C 6.40 -4.01 -4.97
N 5.84 -5.21 -4.36
C 4.36 -5.08 -4.28
C 3.57 -5.01 -5.58
C 6.39 -5.48 -3.02
C 5.89 -6.81 -2.37
H 8.22 -4.83 -6.20
H 8.58 -4.43 -4.58
H 8.21 -3.18 -5.72
H 6.18 -3.12 -4.38
H 5.81 -3.85 -5.87
H 4.13 -6.07 -3.88
H 4.04 -4.41 -3.48
H 3.57 -3.99 -5.97
H 3.90 -5.78 -6.27
H 2.55 -5.24 -5.28
H 6.17 -4.67 -2.33
H 7.48 -5.42 -3.07
H 4.97 -6.79 -1.78
H 6.66 -7.23 -1.73
H 5.71 -7.57 -3.12
C -6.76 5.84 -1.74
C -5.52 5.21 -2.53
N -4.36 6.06 -2.79
C -3.32 5.63 -3.76
C -3.94 5.60 -5.15
C -3.71 6.53 -1.56
C -3.07 5.49 -0.57
H -7.58 5.13 -1.61
H -7.11 6.64 -2.39
H -6.64 6.33 -0.78
H -5.04 4.36 -2.04
H -5.92 5.02 -3.52
H -2.53 6.38 -3.86
H -3.03 4.61 -3.52
H -3.12 5.70 -5.86
H -4.41 4.68 -5.50
H -4.59 6.46 -5.27
H -4.38 7.08 -0.90
H -3.07 7.35 -1.88
H -2.63 5.96 0.31
H -2.18 4.97 -0.94
H -3.74 4.70 -0.26
C -1.34 -3.58 -0.17
C -2.30 -2.44 0.28
N -1.49 -1.45 0.95
C -0.45 -0.84 0.14
C 0.51 0.05 0.95
C -2.31 -0.45 1.66
C -2.79 -0.98 3.02
H -1.96 -4.46 -0.34
H -0.62 -4.01 0.54
H -0.90 -3.29 -1.12
H -2.82 -1.95 -0.54
H -3.02 -2.85 0.99
H 0.26 -1.54 -0.29
H -0.89 -0.20 -0.63
H 1.56 -0.22 1.07
H 0.60 1.05 0.51
H 0.23 0.30 1.98
H -3.18 -0.27 1.02
H -1.88 0.55 1.69
H -3.17 -1.99 2.92
H -3.60 -0.39 3.45
H -2.02 -0.95 3.80
C 4.56 11.51 -3.22
C 3.35 10.71 -2.77
N 3.57 9.26 -2.93
C 4.57 8.63 -2.10
C 3.92 7.34 -1.52
C 3.74 8.79 -4.36
C 2.81 9.46 -5.45
H 4.41 12.56 -2.98
H 4.82 11.40 -4.27
H 5.46 11.26 -2.65
H 3.09 10.84 -1.72
H 2.47 10.89 -3.38
H 4.94 9.27 -1.30
H 5.47 8.38 -2.65
H 4.39 7.03 -0.58
H 3.89 6.51 -2.22
H 2.88 7.50 -1.24
H 4.77 8.77 -4.71
H 3.31 7.78 -4.40
H 3.13 9.11 -6.43
H 1.73 9.32 -5.34
H 2.97 10.53 -5.33
C -9.54 5.79 5.32
C -10.62 4.76 5.73
N -10.11 3.35 5.92
C -10.82 2.34 6.72
C -11.53 2.99 7.90
C -9.52 2.75 4.71
C -10.50 2.76 3.54
H -9.20 5.50 4.32
H -8.72 5.81 6.04
H -9.95 6.80 5.35
H -11.07 5.00 6.69
H -11.49 4.82 5.09
H -11.61 1.90 6.10
H -10.16 1.53 7.04
H -10.83 3.58 8.49
H -12.35 3.59 7.52
H -11.98 2.40 8.70
H -9.09 1.75 4.79
H -8.64 3.30 4.38
H -10.87 3.72 3.19
H -11.39 2.18 3.81
H -10.08 2.21 2.70
C 4.79 1.85 -4.76
C 5.93 2.33 -5.74
N 7.24 2.27 -5.26
C 7.53 2.82 -3.92
C 8.88 2.40 -3.36
C 8.20 2.56 -6.30
C 8.41 4.03 -6.68
H 4.82 0.82 -4.41
H 3.86 1.84 -5.32
H 4.75 2.52 -3.90
H 5.94 1.71 -6.64
H 5.57 3.33 -5.99
H 7.53 3.90 -3.82
H 6.73 2.51 -3.24
H 9.04 1.33 -3.34
H 9.72 2.86 -3.88
H 8.94 2.69 -2.31
H 7.91 2.00 -7.19
H 9.20 2.17 -6.12
H 7.51 4.50 -7.07
H 9.15 4.23 -7.45
H 8.90 4.55 -5.86
C 7.92 -2.35 2.65
C 6.93 -3.43 2.88
N 6.49 -3.55 4.33
C 5.18 -4.26 4.57
C 4.05 -3.30 4.09
C 7.50 -4.02 5.25
C 7.19 -3.59 6.73
H 7.58 -1.33 2.83
H 8.18 -2.40 1.59
H 8.74 -2.72 3.26
H 6.13 -3.15 2.20
H 7.27 -4.41 2.54
H 5.31 -5.22 4.07
H 4.94 -4.52 5.60
H 4.28 -2.38 4.62
H 4.08 -2.99 3.05
H 3.02 -3.51 4.39
H 8.51 -3.64 5.05
H 7.50 -5.10 5.13
H 6.32 -4.08 7.17
H 7.11 -2.51 6.75
H 8.10 -3.71 7.33
C -4.44 -7.31 10.36
C -3.79 -6.44 9.18
N -2.97 -7.36 8.29
C -3.93 -8.15 7.49
C -3.31 -9.28 6.54
C -2.01 -6.66 7.43
C -0.83 -6.27 8.28
H -4.70 -8.35 10.18
H -5.36 -6.89 10.76
H -3.67 -7.31 11.13
H -4.55 -5.96 8.56
H -3.21 -5.66 9.67
H -4.54 -7.53 6.84
H -4.70 -8.57 8.14
H -3.94 -9.57 5.70
H -2.98 -10.11 7.15
H -2.36 -8.92 6.12
H -1.71 -7.05 6.45
H -2.26 -5.67 7.05
H -1.02 -5.37 8.86
H -0.47 -7.02 8.99
H -0.03 -5.86 7.66
C -6.32 -8.30 -0.54
C -7.16 -7.26 -1.28
C -8.58 -7.57 -1.56
O -6.65 -6.19 -1.58
H -6.25 -9.30 -0.99
H -6.85 -8.43 0.40
H -5.32 -7.94 -0.32
H -9.14 -6.80 -1.03
H -8.91 -8.57 -1.28
H -8.78 -7.45 -2.62
C -0.36 -0.85 -8.33
C -1.37 -1.06 -7.21
C -2.59 -1.95 -7.53
O -1.37 -0.41 -6.17
H 0.57 -0.37 -8.02
H -0.74 -0.24 -9.16
H -0.17 -1.77 -8.88
H -2.30 -3.00 -7.58
H -2.93 -1.61 -8.51
H -3.36 -1.85 -6.76
*
```

Properties
Calculated total energy (hartree): -2724.81476
ΔE to the lowest compared entry with this formula, charge and spin (eV): 4.771
Maximum force (eV/A): 2.995
Frontier orbital gap (eV): 8.3
SMILES: CCN(CC)CC.CCN(CC)CC.CCN(CC)CC.CCN(CC)CC.CCN(CC)CC.CCN(CC)CC.CCN(CC)CC.CCN(CC)CC.CC(C)=O.CC(C)=O

Atomic partial charges in e from the Löwdin method, atoms 1 to 99: -0.08, -0.25, -0.20, -0.27, -0.09, -0.24, -0.09, 0.07, 0.05, 0.06, 0.11, 0.10, 0.09, 0.12, 0.06, 0.08, 0.07, 0.10, 0.10, 0.06, 0.06, 0.07, -0.06, -0.22, -0.22, -0.23, -0.11, -0.25, -0.08, 0.06, 0.06, 0.05, 0.10, 0.10, 0.12, 0.11, 0.06, 0.07, 0.08, 0.09, 0.10, 0.06, 0.06, 0.06, -0.09, -0.24, -0.22, -0.24, -0.10, -0.25, -0.08, 0.06, 0.08, 0.06, 0.11, 0.10, 0.10, 0.11, 0.06, 0.06, 0.06, 0.10, 0.10, 0.06, 0.06, 0.07, -0.09, -0.24, -0.21, -0.27, -0.09, -0.21, -0.09, 0.07, 0.07, 0.07, 0.12, 0.10, 0.11, 0.10, 0.06, 0.06, 0.07, 0.10, 0.10, 0.07, 0.07, 0.04, -0.07, -0.24, -0.18, -0.25, -0.11, -0.25, -0.10, 0.06, 0.07, 0.07, 0.08